Molecular formula: C2H2N2O2S
Method: DFT, wB97M-V/def2-TZVPD

```
9
Properties=species:S:1:pos:R:3:forces:R:3
N -0.596 -1.083 0.074 0.7 -2.0 1.1
S 0.509 -0.679 -2.342 -1.4 -0.6 1.7
C -0.363 -0.285 1.016 -1.0 -0.3 3.6
N -0.474 -0.872 -1.143 0.3 1.3 -4.2
O 1.916 -0.857 -2.084 0.5 0.0 0.0
H -0.237 1.662 1.781 0.1 1.3 0.9
C -0.157 1.160 0.848 0.1 -1.1 -1.4
H -0.599 -0.701 2.096 0.6 1.0 -2.3
O 0.003 1.653 -0.245 0.1 0.4 0.5
```
Positions in Å, forces in eV/Å.

The calculation puts the HOMO energy at -9.291 eV. The LUMO energy is -0.0346 Ha.

Atomic partial charges in e from the natural (NBO) method, atoms 1 to 4:
1 N -0.12
2 S 1.40
3 C -0.09
4 N -0.50

Molecular formula: C2H2N2O2S
Method: DFT, wB97M-V/def2-TZVPD

```
9
Properties=species:S:1:pos:R:3:forces:R:3
N 0.078 0.077 0.055 -0.8 -0.3 -0.1
H 0.822 0.042 -0.609 0.5 0.7 -0.3
N 1.017 1.464 4.736 0.2 0.7 -0.6
H -0.503 -0.731 -0.114 -0.3 0.0 0.2
S -0.765 1.519 0.363 0.6 -1.0 -0.2
C 1.124 2.108 2.307 -4.4 -1.2 -0.2
O 1.703 2.369 1.363 1.6 0.7 -1.1
O -0.630 1.514 1.937 2.4 1.3 1.0
C 1.152 1.946 3.692 0.1 -0.9 1.4
```
Positions in Å, forces in eV/Å.

The calculation puts the HOMO energy (alpha / beta) at -8.534 / -8.533 eV. The LUMO energy (alpha / beta) is -0.0424 / -0.0424 Ha.

Atomic partial charges in e from the natural (NBO) method, atoms 1 to 4:
1 N -1.03
2 H 0.38
3 N -0.13
4 H 0.37

Molecular formula: C2H2N2O2S4
Method: DFT, wB97M-V/def2-TZVPD

```
12
Properties=species:S:1:pos:R:3:forces:R:3
H 0.881 1.211 -1.058 0.1 -0.1 0.1
S -2.234 -1.845 -0.176 0.6 0.0 0.2
N 0.737 -0.070 1.229 -0.6 0.7 1.3
S -2.179 1.379 -0.357 0.8 0.7 -0.4
O -2.153 2.453 0.584 -0.3 -0.1 0.1
N -0.440 -0.397 1.090 -0.3 1.1 1.6
C -0.709 -1.362 0.144 -0.3 -2.0 -1.9
S 0.761 -1.922 -0.641 -0.3 0.7 0.7
S 2.127 0.853 -0.704 0.6 -0.2 0.0
O -0.991 1.266 -1.184 -1.1 -0.1 0.1
H 2.559 -0.966 0.764 -0.1 0.0 0.1
C 1.641 -0.600 0.308 0.8 -0.6 -1.9
```
Positions in Å, forces in eV/Å.

The calculation puts the HOMO energy (alpha / beta) at -9.483 / -9.484 eV. The LUMO energy (alpha / beta) is -0.0726 / -0.0726 Ha.

Atomic partial charges in e from the natural (NBO) method, atoms 1 to 4:
1 H 0.18
2 S 0.07
3 N -0.05
4 S 1.70

Molecular formula: C2H2N2O3
Method: DFT, wB97M-V/def2-TZVPD

```
9
Properties=species:S:1:pos:R:3:forces:R:3
H 2.396 -0.323 -0.276 1.3 -0.9 -0.6
N -0.524 0.447 0.607 -0.1 0.5 -2.3
C 1.380 -0.568 -0.149 -2.5 3.4 1.2
O 0.780 0.680 0.175 2.6 -0.8 0.9
O -1.842 -1.438 -0.007 3.6 1.6 1.2
C -0.745 -0.920 0.198 -2.0 -2.6 -1.9
O -1.198 1.219 -0.420 0.8 5.2 3.0
N 0.584 -1.520 -0.130 -1.7 -1.1 0.4
H -0.832 2.423 0.002 -1.9 -5.4 -2.0
```
Positions in Å, forces in eV/Å.

The calculation puts the HOMO energy at -10.607 eV. The LUMO energy is -0.0173 Ha.

Atomic partial charges in e from the natural (NBO) method, atoms 1 to 4:
1 H 0.21
2 N 0.05
3 C 0.40
4 O -0.37

Molecular formula: C2H2N2O3
Method: DFT, wB97M-V/def2-TZVPD

```
9
Properties=species:S:1:pos:R:3:forces:R:3
O -1.056 -1.659 1.041 -0.1 -1.3 0.2
N 0.109 0.294 0.617 0.2 -1.2 1.6
C -0.405 -1.065 0.257 -1.0 2.7 0.6
H 0.012 1.468 2.173 -1.7 -0.7 -3.0
N -0.036 -1.244 -1.085 -0.6 -0.8 0.9
H 1.027 0.155 -2.345 -1.7 -0.5 1.0
C 0.388 -0.110 -1.430 3.4 1.9 -1.9
O -0.543 1.290 1.285 0.7 0.0 3.7
O 0.505 0.871 -0.512 0.8 0.0 -3.1
```
Positions in Å, forces in eV/Å.

The calculation puts the HOMO energy at -9.728 eV. The LUMO energy is 0.0120 Ha. The SMILES is O=c1ncon1O.

Atomic partial charges in e from the natural (NBO) method, atoms 1 to 4:
1 O -0.52
2 N 0.04
3 C 0.71
4 H 0.49

Molecular formula: C2H2N2O3
Method: DFT, wB97M-V/def2-TZVPD

```
9
Properties=species:S:1:pos:R:3:forces:R:3
N 0.845 2.359 0.301 0.2 1.3 0.1
H 0.810 -0.807 1.146 0.0 -0.7 1.4
C 0.292 0.002 -0.421 2.1 -2.2 0.0
O -1.928 -0.163 -0.667 -2.5 1.3 -2.0
H 0.351 -0.320 -1.464 0.2 0.4 0.1
C 0.499 1.376 -0.155 -0.7 0.9 0.0
O -1.130 -1.305 0.907 0.8 -0.4 1.0
O 1.299 -0.618 0.354 -0.3 -0.1 -1.5
N -1.038 -0.524 -0.002 0.3 -0.6 1.0
```
Positions in Å, forces in eV/Å.

The calculation puts the HOMO energy at -12.076 eV. The LUMO energy is -0.0209 Ha. The SMILES is N#C[C@@H](O)[N+](=O)[O-].

Atomic partial charges in e from the natural (NBO) method, atoms 1 to 4:
1 N -0.22
2 H 0.49
3 C 0.07
4 O -0.32

Molecular formula: C2H2N2O3
Method: DFT, wB97M-V/def2-TZVPD

```
9
Properties=species:S:1:pos:R:3:forces:R:3
N 0.684 1.258 -0.030 -1.3 -1.5 0.7
H -2.773 0.133 0.128 0.6 -1.9 -0.2
C 1.041 0.005 -0.018 -0.1 3.5 -0.7
H 2.289 -1.161 0.558 0.5 -2.9 2.0
O 0.023 -0.853 -0.107 0.9 -2.0 0.5
C -1.024 -0.069 0.004 0.9 1.6 -0.4
N -0.804 1.186 0.037 2.3 0.2 -0.3
O 2.281 -0.443 0.001 0.0 2.2 -2.0
O -2.151 -0.666 0.025 -3.8 0.9 0.4
```
Positions in Å, forces in eV/Å.

The calculation puts the HOMO energy at -9.592 eV. The LUMO energy is 0.0146 Ha. The SMILES is Oc1nnc(O)o1.

Atomic partial charges in e from the natural (NBO) method, atoms 1 to 4:
1 N -0.32
2 H 0.51
3 C 0.68
4 H 0.49

Molecular formula: C2H2N2OS
Method: DFT, wB97M-V/def2-TZVPD

```
8
Properties=species:S:1:pos:R:3:forces:R:3
C 0.064 -0.093 -0.181 0.6 -1.5 -2.2
H 0.190 0.596 0.637 0.0 0.5 -0.5
O -1.872 -0.124 0.253 0.5 0.8 5.9
S 0.763 -0.231 -2.958 -0.6 0.3 0.4
H 0.248 -1.153 0.066 -0.2 0.5 0.3
N -2.262 -0.435 -1.855 -0.5 -0.1 -0.5
C 0.042 -0.068 -1.556 1.2 0.2 1.3
N -2.434 -0.305 -0.733 -1.1 -0.7 -4.6
```
Positions in Å, forces in eV/Å.

The calculation puts the HOMO energy at -8.175 eV. The LUMO energy is -0.0085 Ha. The SMILES is N#[N+][O-].C=C=S.

Atomic partial charges in e from the natural (NBO) method, atoms 1 to 4:
1 C -0.48
2 H 0.26
3 O -0.30
4 S 0.14

Molecular formula: C2H2N2OS2
Method: DFT, wB97M-V/def2-TZVPD

```
9
Properties=species:S:1:pos:R:3:forces:R:3
S -1.585 3.060 0.027 -0.3 0.4 0.1
N 0.826 0.110 0.030 -0.2 0.0 0.1
H 0.959 -0.825 -0.338 0.1 0.2 0.1
C 1.800 1.023 -0.017 -1.4 2.2 0.2
H -1.229 0.230 0.348 0.2 0.1 0.1
N -0.441 0.685 -0.096 0.3 0.3 -0.4
S 3.382 0.997 0.021 0.2 0.0 -0.1
C -0.308 2.064 -0.028 -0.9 -0.6 -0.1
O 0.959 2.403 -0.050 1.9 -2.7 0.1
```
Positions in Å, forces in eV/Å.

The calculation puts the HOMO energy at -8.936 eV. The LUMO energy is 0.0035 Ha. The SMILES is S=c1[nH][nH]c(=S)o1.

Atomic partial charges in e from the natural (NBO) method, atoms 1 to 4:
1 S -0.14
2 N -0.44
3 H 0.43
4 C 0.26

Molecular formula: C2H2N2OS2
Method: DFT, wB97M-V/def2-TZVPD

```
9
Properties=species:S:1:pos:R:3:forces:R:3
H -0.522 0.770 -1.976 0.5 -1.3 2.6
O 1.832 0.194 -1.785 0.1 0.6 -0.9
C 1.040 0.079 -0.892 0.6 -1.0 0.2
N 0.343 -0.253 1.733 -0.3 0.7 -0.7
S 1.742 -0.410 0.646 -2.5 0.2 1.0
H -1.684 -0.152 2.130 1.0 0.2 -0.5
C -0.879 -0.133 1.342 0.6 -1.4 2.5
S -1.567 -0.404 -0.199 -0.4 -0.2 -0.2
N -0.305 0.311 -0.999 0.5 2.2 -4.2
```
Positions in Å, forces in eV/Å.

The calculation puts the HOMO energy at -9.044 eV. The LUMO energy is -0.0045 Ha. The SMILES is O=C1NSC=NS1.

Atomic partial charges in e from the natural (NBO) method, atoms 1 to 4:
1 H 0.44
2 O -0.58
3 C 0.49
4 N -0.54

Molecular formula: C2H2N2OS2
Method: DFT, wB97M-V/def2-TZVPD

```
9
Properties=species:S:1:pos:R:3:forces:R:3
S 2.484 -0.576 -0.107 4.1 0.4 -0.5
S -2.685 -0.777 -0.122 -2.6 -0.7 -0.2
C -1.265 -0.130 0.062 2.7 -1.5 0.8
N -0.879 1.141 0.055 -2.0 1.5 0.1
N -0.026 -0.939 0.249 -1.0 2.5 -1.7
O 0.443 1.286 -0.040 4.1 -1.7 -0.9
H -1.409 2.009 -0.165 0.5 -1.4 0.1
C 0.914 -0.099 -0.056 -5.0 0.4 2.3
H 2.424 -1.915 0.123 -0.9 0.6 -0.1
```
Positions in Å, forces in eV/Å.

The calculation puts the HOMO energy at -8.626 eV. The LUMO energy is 0.0084 Ha. The SMILES is S=c1nc(S)o[nH]1.

Atomic partial charges in e from the natural (NBO) method, atoms 1 to 4:
1 S 0.13
2 S -0.08
3 C 0.11
4 N -0.29

Molecular formula: C2H2N2OS3
Method: DFT, wB97M-V/def2-TZVPD

```
10
Properties=species:S:1:pos:R:3:forces:R:3
O 1.042 0.987 0.420 -2.3 1.4 0.9
S -1.342 2.086 -0.404 1.2 -3.4 -0.4
H -1.559 2.787 0.645 -0.2 0.8 1.7
N 0.783 -1.136 -0.188 0.5 0.3 -1.0
S 3.348 -0.086 -0.201 -2.5 0.1 -0.1
H -1.183 -2.866 -0.779 -1.3 2.6 1.6
C 1.654 -0.061 -0.056 3.0 -1.2 0.6
C -0.372 -0.662 -0.004 -3.0 -0.7 1.1
S -1.876 -1.690 -0.048 2.4 -1.4 -1.6
N -0.494 0.640 0.616 2.1 1.5 -2.8
```
Positions in Å, forces in eV/Å.

The calculation puts the HOMO energy at -8.702 eV. The LUMO energy is -0.0557 Ha. The SMILES is S=c1nc(S)n(S)o1.

Atomic partial charges in e from the natural (NBO) method, atoms 1 to 4:
1 O -0.35
2 S 0.20
3 H 0.12
4 N -0.49

Respective F_max values: 4.4; 4.5; 2.8; 6.1; 4.3; 3.5; 3.9; 6.0; 3.3; 4.8; 5.6; 3.8 eV/A.